# 1
Here is an isolated ion of composition C4H10NO2 and charge +1 in a non-equilibrium geometry from the OMol25 dataset. Energies are from ωB97M-V with the def2-TZVPD basis set.

## Properties
LUMO energy = -4.00 eV
Gap between HOMO and LUMO = 10.284 eV
HOMO = -14.3 eV
SMILES = C[C@@H]([NH3+])CC(=O)O
Net charge = +1
ΔE to the lowest compared entry with this formula, charge and spin = 1.644 eV

Structure (XYZ):
```
17
C4H10NO2, DFT ωB97M-V with the def2-TZVPD basis set
C 0.34 2.01 0.26
C -0.62 0.70 0.51
N -1.96 1.29 0.86
C -0.58 -0.35 -0.58
C 0.71 -1.30 -0.46
O 0.64 -2.52 -0.57
O 1.81 -0.61 -0.34
H 0.25 2.84 1.00
H 1.36 1.63 0.36
H 0.06 2.37 -0.72
H -0.20 0.37 1.53
H -2.68 0.85 1.46
H -1.88 2.18 1.47
H -2.36 1.65 -0.07
H -1.45 -1.06 -0.61
H -0.54 0.14 -1.52
H 2.45 -1.26 -0.03
```

=====

# 2
Here is a 2-piece molecular cluster, C4H10NO2 overall in a non-equilibrium geometry from the OMol25 dataset. Energies are from ωB97M-V with the def2-TZVPD basis set.

## Properties
LUMO energy = -3.27 eV
Gap between HOMO and LUMO = 12.222 eV
HOMO = -15.5 eV
Net charge = +1
ΔE to the lowest compared entry with this formula, charge and spin = 1.791 eV

Structure (XYZ):
```
17
C4H10NO2, DFT ωB97M-V with the def2-TZVPD basis set
C -2.35 -0.25 -0.16
C 0.54 0.10 0.26
C 0.52 -1.26 -0.38
C 0.75 1.26 -0.70
N 0.90 0.13 1.50
O -1.49 0.38 0.40
O -3.55 0.18 -0.13
H -2.17 -1.14 -0.69
H 0.20 -2.09 0.30
H 1.56 -1.67 -0.30
H -0.13 -1.27 -1.30
H -0.04 1.20 -1.43
H 1.73 1.34 -1.08
H 0.67 2.15 -0.20
H 1.10 1.06 2.03
H 0.82 -0.79 1.91
H -3.72 0.89 0.47
```

=====

# 3
Here is an isolated ion of composition C4H10NO2 and charge +1 in a non-equilibrium geometry from the OMol25 dataset. Energies are from ωB97M-V with the def2-TZVPD basis set.

## Properties
LUMO energy = -3.02 eV
Gap between HOMO and LUMO = 12.234 eV
HOMO = -15.3 eV
SMILES = C[N@@H+]1CO[C@@H](O)C1
Net charge = +1
ΔE to the lowest compared entry with this formula, charge and spin = 2.673 eV

Structure (XYZ):
```
17
C4H10NO2, DFT ωB97M-V with the def2-TZVPD basis set
C -0.32 1.84 0.67
N 0.18 0.54 0.32
C 0.63 0.35 -1.11
O 0.07 -0.89 -1.56
C -0.05 -1.64 -0.34
O 1.10 -1.73 0.32
C -0.93 -0.65 0.44
H -1.13 2.04 0.01
H -0.84 1.89 1.62
H 0.42 2.63 0.84
H 1.03 0.34 0.86
H 0.14 1.03 -1.76
H 1.79 0.49 -1.18
H -0.71 -2.48 -0.61
H 1.53 -2.51 0.05
H -1.72 -0.19 -0.05
H -1.20 -1.04 1.49
```

=====

# 4
Here is a 2-piece molecular cluster, C4H10NO2 overall in a non-equilibrium geometry from the OMol25 dataset. Energies are from ωB97M-V with the def2-TZVPD basis set.

## Properties
LUMO energy (spin up / spin down) = -3.68 / -5.95 eV
Gap between HOMO and LUMO (spin up / spin down) = 6.350 / 10.100 eV
HOMO (spin up / spin down) = -10.0 / -16.1 eV
Net charge = +1
Spin multiplicity = 3
ΔE to the lowest compared entry with this formula, charge and spin = 2.276 eV

Structure (XYZ):
```
17
C4H10NO2, DFT ωB97M-V with the def2-TZVPD basis set
C -1.53 0.41 -1.14
C 0.79 -0.88 -0.21
C -1.08 -0.09 1.01
C 1.82 -0.20 0.62
N 0.34 -0.30 -1.32
O -1.80 -0.30 -0.05
O -0.66 1.20 1.17
H -1.36 1.51 -0.93
H -2.10 0.07 -1.92
H 0.62 -1.88 -0.11
H -1.49 -0.72 1.82
H 1.78 0.89 0.62
H 2.77 -0.83 0.44
H 1.67 -0.21 1.75
H 0.25 -0.86 -2.14
H 0.90 0.52 -1.55
H -0.92 1.67 1.95
```

=====

# 5
Here is an isolated ion of composition C4H10NO2S and charge +1 in a non-equilibrium geometry from the OMol25 dataset. Energies are from ωB97M-V with the def2-TZVPD basis set.

## Properties
LUMO energy = -3.66 eV
Gap between HOMO and LUMO = 9.877 eV
HOMO = -13.5 eV
SMILES = [NH3+]C[C@](O)(S)CC=O
Net charge = +1
ΔE to the lowest compared entry with this formula, charge and spin = 1.608 eV

Structure (XYZ):
```
18
C4H10NO2S, DFT ωB97M-V with the def2-TZVPD basis set
N 0.98 1.55 0.15
C -0.29 1.02 0.85
C -0.83 -0.06 -0.16
O -0.73 0.48 -1.40
S -2.53 -0.59 0.33
C 0.02 -1.36 -0.03
C 1.58 -1.61 -0.07
O 2.34 -0.63 0.01
H 1.35 2.40 0.61
H 0.70 1.99 -0.68
H 1.58 0.67 0.17
H -1.04 1.85 0.98
H -0.22 0.57 1.81
H -1.11 -0.09 -2.09
H -3.09 0.19 -0.52
H -0.30 -2.12 -0.61
H -0.38 -1.63 0.91
H 1.97 -2.63 -0.26
```

=====

# 6
Here is a 2-piece molecular cluster, C4H10NO3 overall in a non-equilibrium geometry from the OMol25 dataset. Energies are from ωB97M-V with the def2-TZVPD basis set.

## Properties
LUMO energy = 0.76 eV
Gap between HOMO and LUMO = 5.178 eV
HOMO = -4.4 eV
Net charge = -1
ΔE to the lowest compared entry with this formula, charge and spin = 7.992 eV

Structure (XYZ):
```
18
C4H10NO3, DFT ωB97M-V with the def2-TZVPD basis set
O 1.44 -1.76 0.45
C 1.44 -0.47 0.60
C 1.29 0.27 -0.79
C 0.33 -0.49 -1.68
N 0.51 -0.09 1.69
C -0.76 0.19 1.30
O -0.96 1.56 0.52
H 2.39 -0.06 1.01
H 2.25 -0.01 -1.25
H -0.71 -0.24 -1.42
H 0.44 -0.30 -2.76
H 0.47 -1.57 -1.55
H 1.12 1.33 -0.61
H -1.48 0.37 2.09
H -1.24 -0.44 0.49
H -1.65 1.26 -0.17
H -3.30 0.23 -1.06
O -2.46 0.63 -1.31
```

=====

# 7
Here is a 2-piece molecular cluster, C4H10NO3 overall in a non-equilibrium geometry from the OMol25 dataset. Energies are from ωB97M-V with the def2-TZVPD basis set.

## Properties
LUMO energy = 3.71 eV
Gap between HOMO and LUMO = 7.855 eV
HOMO = -4.1 eV
Net charge = -1
ΔE to the lowest compared entry with this formula, charge and spin = 1.413 eV

Structure (XYZ):
```
18
C4H10NO3, DFT ωB97M-V with the def2-TZVPD basis set
O -2.46 2.08 0.50
C -1.40 1.64 0.05
O -0.79 1.75 -1.04
C -0.50 0.76 1.12
C -0.07 -0.54 0.43
C 0.91 -1.41 1.21
N 1.23 -2.72 0.70
H -1.26 0.51 1.86
H 0.33 1.40 1.42
H 0.50 -0.22 -0.45
H -0.99 -1.08 0.17
H 1.72 -0.70 1.32
H 0.60 -1.48 2.28
H 2.07 -2.57 0.12
H 0.70 -3.07 -0.10
H -0.57 2.57 -3.03
H 0.06 1.16 -3.01
O -0.10 1.91 -3.55
```

=====

# 8
Here is a 3-piece molecular cluster, C4H10NO3 overall in a non-equilibrium geometry from the OMol25 dataset. Energies are from ωB97M-V with the def2-TZVPD basis set.

## Properties
LUMO energy = -4.10 eV
Gap between HOMO and LUMO = 10.940 eV
HOMO = -15.0 eV
Net charge = +1
ΔE to the lowest compared entry with this formula, charge and spin = 2.186 eV

Structure (XYZ):
```
18
C4H10NO3, DFT ωB97M-V with the def2-TZVPD basis set
C 2.63 -0.55 -0.86
C 1.52 -0.58 0.02
C -0.92 2.27 1.20
C -1.41 1.61 0.21
N -2.05 0.94 -0.63
O 0.36 -0.38 -0.17
O -2.27 -1.55 0.15
O 1.99 -1.11 1.18
H 2.15 -1.33 -1.60
H 3.58 -0.85 -0.55
H -1.29 3.08 1.75
H 0.04 2.00 1.63
H -1.80 1.11 -1.55
H -2.45 0.04 -0.42
H 2.64 0.38 -1.46
H -2.60 -2.16 -0.57
H -1.28 -1.58 -0.03
H 1.17 -1.35 1.71
```

=====

# 9
Here is an isolated ion of composition C4H10NO3 and charge +2 in a non-equilibrium geometry from the OMol25 dataset. Energies are from ωB97M-V with the def2-TZVPD basis set.

## Properties
LUMO energy (spin up / spin down) = -8.20 / -14.59 eV
Gap between HOMO and LUMO (spin up / spin down) = 11.023 / 4.625 eV
HOMO (spin up / spin down) = -19.2 / -19.2 eV
Net charge = +2
Spin multiplicity = 2
ΔE to the lowest compared entry with this formula, charge and spin = 0.544 eV

Structure (XYZ):
```
18
C4H10NO3, DFT ωB97M-V with the def2-TZVPD basis set
O 0.17 -2.66 -0.37
C 0.85 -1.81 0.11
O 2.05 -1.91 0.68
C 0.47 -0.31 -0.07
C -1.01 -0.11 -0.32
C -1.39 1.15 -1.15
O -0.97 2.38 -0.67
N 0.98 0.42 1.19
H 2.29 -2.80 0.70
H 1.09 0.02 -0.90
H -1.37 -0.96 -0.93
H -1.70 -0.30 0.50
H -0.93 1.12 -2.14
H -2.51 1.25 -1.27
H -1.27 2.60 0.24
H 1.75 -0.07 1.66
H 0.17 0.64 1.78
H 1.33 1.35 0.95
```

=====

# 10
Here is a 3-piece molecular cluster, C4H10NO5 overall in a non-equilibrium geometry from the OMol25 dataset. Energies are from ωB97M-V with the def2-TZVPD basis set.

## Properties
LUMO energy = 3.41 eV
Gap between HOMO and LUMO = 8.161 eV
HOMO = -4.8 eV
Net charge = -1
ΔE to the lowest compared entry with this formula, charge and spin = 1.005 eV

Structure (XYZ):
```
20
C4H10NO5, DFT ωB97M-V with the def2-TZVPD basis set
O 1.28 -0.76 0.42
C 0.91 0.39 0.18
N -0.43 0.65 0.13
C -1.45 -0.30 0.79
O -2.20 -0.73 -0.12
O -1.28 -0.40 1.99
C 1.80 1.55 -0.19
C 3.30 1.18 -0.02
H -0.86 1.40 -0.38
H 1.56 1.92 -1.21
H 1.61 2.31 0.59
H 3.98 1.93 -0.48
H 3.67 0.23 -0.48
H 3.48 1.00 1.03
H -2.59 1.00 -1.40
H -2.05 1.65 -2.48
O -2.39 1.96 -1.62
H 0.14 -2.53 -1.05
H 0.56 -3.37 0.19
O 0.32 -3.42 -0.74
```